# 1
ORCA calculation (the ωB97M-V functional and the def2-TZVPD basis) on a structure of composition C22H62AsF6O9 in a non-equilibrium geometry.

Each line ends with the Mulliken charge.
CARTESIAN COORDINATES (ANGSTROEM)
F 0.8592 0.6701 -1.3185  -0.6314
C -2.6378 -1.4471 4.1915  -0.0938
H -0.5803 0.4040 -4.0157  0.0463
H -1.4098 -4.3815 2.2114  0.3132
C -1.2895 -4.5694 -3.8811  -0.3190
H 3.7997 -3.0367 -1.3898  0.1015
H 3.0736 1.6076 -3.2460  0.1728
H 4.4766 2.3132 -0.8494  0.4402
H 3.0927 1.5226 -0.7803  0.0031
O 1.0061 -2.1018 4.5342  -0.4958
H -1.1983 1.3777 -2.3982  0.0718
H -1.3888 5.3198 2.8242  0.3031
H 5.2698 -2.4471 -3.0821  0.3557
O 4.2080 -1.5843 -0.0643  -0.5967
C 2.9276 -0.9166 5.1678  -1.2225
H -3.0370 0.0799 -4.2167  0.2420
O -4.5552 1.0003 -0.5363  -0.6159
H -3.7412 0.4926 -0.5709  0.3342
H 0.0730 -5.2789 2.6240  0.4136
H 2.8751 -2.4224 3.6849  0.3203
H 1.5554 -4.1649 0.1845  0.0188
H -2.2766 -2.4726 4.2681  0.2674
H -2.4131 2.2273 1.0094  -0.1510
H -2.6988 -0.9902 6.2967  0.3097
C 4.0447 -1.9746 -1.3865  0.6482
H 1.2947 6.1022 1.3884  0.3644
C 5.2099 -1.7529 -2.2439  -1.2725
C 1.1739 5.0227 1.4796  -1.1212
H -0.6305 -5.3437 -3.4883  0.1887
H -1.1490 6.4799 1.5089  0.4575
H 0.2686 -1.4980 4.4192  0.3628
H 4.3436 2.7279 -3.3433  0.4140
H 1.2902 -5.1136 -1.1881  0.2638
H 0.4488 -3.3821 -4.0837  0.3138
H -0.4593 -2.8922 -2.7123  -0.3643
H -5.3023 3.3823 -1.3433  0.3624
F -0.7206 -0.9765 1.4147  -0.5556
O -1.4076 -0.7284 3.9592  -0.6269
C -3.2946 -0.8216 5.3996  -1.2629
H 6.1233 -2.0231 -1.7140  0.3317
H 1.2757 4.7542 2.5311  0.3782
O -0.9179 -4.2162 -0.3875  -0.4470
H -4.2828 4.1918 -0.2402  0.3223
H 1.8727 -5.8751 0.3771  0.4157
H 3.3177 3.0550 0.1668  0.1317
H -0.9691 -2.3267 -4.2504  0.2594
H 2.7697 3.0293 -4.2109  0.3390
H -0.5746 1.9226 -4.9172  0.3081
H 0.2160 -3.7363 2.0553  -0.0016
F 1.6865 -0.5523 0.7615  -0.4284
H 2.0361 -0.9758 3.1953  -0.2404
H -5.4952 2.2400 0.7842  0.2712
H -3.4628 2.9990 2.0382  0.4494
H 5.1816 -0.7432 -2.6537  0.2185
H 3.2518 -1.3285 -1.7633  -0.1293
C 2.2191 -1.6308 4.0471  0.4115
H -0.4341 -3.3917 -0.4759  0.3321
H 1.9169 4.4580 0.9165  -0.0612
C -1.4067 5.4468 1.7418  -1.4368
H 3.8752 -0.4486 4.9012  0.3704
O -2.4129 -4.4940 -3.0499  -0.5656
F -1.4923 0.3693 -0.6622  -0.4252
H -2.4331 0.4456 -5.8330  0.3916
C -0.5740 -3.2099 -3.7486  -0.1396
F 0.1812 1.4195 0.9887  -0.6597
H -1.5948 -4.8806 -4.8802  0.3308
C -3.4439 2.1497 1.3553  -0.6550
H -3.5672 1.2278 1.9236  0.1748
C -1.1519 1.3077 -4.2268  0.0738
C 1.2071 -5.1572 -0.1021  -0.9335
O -1.4322 1.9936 -3.0964  -0.3499
H -4.2495 -1.3459 5.4372  0.3721
H 3.3338 -1.4792 0.3182  0.2817
H -3.3929 0.2466 5.2063  0.2555
O -0.3322 4.8841 -0.3852  -0.6062
C -2.5254 0.8316 -4.8179  -1.2690
H 3.0401 4.3706 -1.9206  0.3660
F -0.0842 -1.7563 -0.7841  -0.7536
H -2.0097 -4.5367 -2.1797  0.3816
C -4.3757 3.2519 -0.7843  -1.0515
C 2.8243 3.3080 -2.0312  0.5431
H -3.2880 -1.3889 3.3185  0.3785
As 0.0857 -0.1354 0.0758  2.1271
H 0.3467 4.3459 -0.7988  0.4390
C 3.4167 2.5632 -0.8009  -0.8576
H -3.4513 3.1352 -1.3500  0.1271
H 3.1844 -1.6923 5.8892  0.2675
H -0.4051 3.6836 1.2945  -0.6019
C -4.5532 2.1540 0.2425  0.3954
C -0.1819 -5.1178 0.4852  0.4474
C 3.2555 2.6810 -3.2993  -1.3851
O 1.3949 3.2230 -1.8628  -0.5937
H 1.1765 2.3246 -1.6044  0.4172
H -3.1103 1.7513 -4.8213  0.3750
C -0.2708 4.7191 0.9815  1.7822
H 2.2879 -0.1516 5.6079  0.2954
H -0.5796 -6.1295 0.4056  0.3104
H -2.3750 5.2455 1.2836  0.2256
H -1.3518 -0.8153 3.0047  0.4739
C -0.3963 -4.6229 1.8910  -0.9396

Charge = -1
HOMO = -6.98 eV
Kohn-Sham gap = 9.0 eV
E = -119394.339 eV
E_LUMO = 2.071 eV

# 2
ORCA calculation (the ωB97M-V functional and the def2-TZVPD basis) on the molecule C3H4FNO in a non-equilibrium geometry.

Each line ends with the Mulliken charge.
CARTESIAN COORDINATES (ANGSTROEM)
H 1.0793 -0.2039 -1.0623  0.2329
H -1.6995 0.2075 -1.5651  0.3807
F 0.0783 -1.0925 1.9000  -0.2195
C 0.2888 -0.6218 -0.4015  -0.3946
N -0.8910 1.5054 -0.1738  0.0697
H -0.0458 -1.7130 -0.7477  0.2921
H 1.5894 0.1437 1.2283  0.3315
C 0.7315 -0.5415 0.9232  -0.0756
C -1.0257 0.4294 -0.7650  -0.1693
O -0.1052 1.8867 0.6639  -0.4479

Charge = 0
HOMO (spin up / spin down) = -9.14 / -8.19 eV
Kohn-Sham gap (spin up / spin down) = 9.3 / 7.8 eV
E = -9425.872 eV
E_LUMO (spin up / spin down) = 0.165 / -0.353 eV

# 3
ORCA calculation (the ωB97M-V functional and the def2-TZVPD basis) on the molecule C2H3NO2 in a non-equilibrium geometry.

Each line ends with the Mulliken charge.
CARTESIAN COORDINATES (ANGSTROEM)
O 2.3373 -0.5931 -0.7402  -0.6397
N 1.1641 0.1912 0.7452  0.1774
H -1.4761 -0.8351 0.3852  0.3075
C 0.1081 0.1679 0.2508  0.4833
O 2.3778 0.1041 0.4183  -0.0338
H -1.3148 0.0010 -1.1188  0.3095
C -1.3006 0.0222 -0.0467  -0.9276
H -1.8959 0.9418 0.1062  0.3233

Charge = 0
HOMO (spin up / spin down) = -7.86 / -7.86 eV
Kohn-Sham gap (spin up / spin down) = 7.4 / 7.4 eV
E = -7699.170 eV
E_LUMO (spin up / spin down) = -0.451 / -0.450 eV

# 4
ORCA calculation (the ωB97M-V functional and the def2-TZVPD basis) on a structure of composition C28H39MnN7O3S.

Each line ends with the Mulliken charge.
CARTESIAN COORDINATES (ANGSTROEM)
C 0.9628 -0.9587 -1.9229  1.1603
H -2.3135 5.2286 2.9508  0.5632
H 1.5976 -1.9533 4.1802  0.5251
H -1.4468 3.5171 0.7287  -0.2959
O -1.6518 1.9385 -0.4529  -0.9681
Mn 0.0015 1.0111 0.4586  0.0864
H -2.1666 6.3449 0.0884  0.2838
C 3.6921 0.3989 -2.6748  -1.6379
H -2.0076 -0.4301 -2.4402  0.6311
C -2.1437 -0.2297 -1.3791  -1.2074
N -3.3967 1.8078 -1.8657  0.1302
H 3.7713 -2.1723 0.5059  0.5684
H -2.6765 1.8389 1.9534  0.3970
H 1.4768 5.4531 4.5813  0.4089
N 0.3923 -0.0204 -2.8276  -0.4993
C -1.9971 0.1920 4.8178  -0.7253
C 2.6232 5.8514 2.7902  -1.0112
H 0.0794 -2.3783 -0.4986  0.2619
C 0.6511 -0.0173 -4.0673  -0.3204
H -2.8996 7.1514 1.4797  0.4166
H -4.6450 1.6020 -3.5204  0.3231
H 1.6642 -0.9791 -5.7901  0.5255
C 2.3314 -3.1140 -1.9907  -1.0745
C -3.6751 3.2347 -1.7214  -0.9958
C 1.7268 -1.6538 3.1504  -0.8635
C 2.0224 -0.8973 0.5109  -0.4791
S 1.0708 2.8932 1.4502  -0.3823
H -4.4856 3.3984 -1.0091  0.3355
H -3.2554 4.6800 1.5922  0.3903
H 0.1365 0.7158 -4.6822  0.5513
H -3.6239 1.4684 4.2141  0.4879
H 3.5780 5.8944 3.3134  0.3775
N 2.1829 -1.7300 -2.5156  0.8868
C 2.2828 -1.7821 -3.9691  -0.5021
H 3.9335 -1.2627 -1.3385  0.2621
H -1.1515 6.9135 1.4073  0.2798
H -0.8381 -2.2114 -2.0119  0.4547
C 1.5766 -0.9559 -4.7131  -0.8820
H 2.9819 -2.5149 -4.3480  0.5425
N -1.0286 0.6547 2.2511  0.6675
C 0.8561 -0.7615 2.5404  0.2785
C 1.6313 5.0236 3.5920  -0.6559
C -2.1691 1.2045 2.6679  -0.1068
C -0.0324 4.0725 2.0146  0.7289
C -2.2923 5.1135 1.8641  -0.9724
H -3.9744 3.6325 -2.6889  0.3972
C 2.9369 -1.7767 1.0671  -0.4585
C -2.1152 6.4610 1.1710  -1.0324
C -0.3618 -0.1470 3.1105  0.3568
C -4.3755 1.0391 -2.6294  -0.9409
N -1.2726 4.1361 1.5056  0.5108
O 1.6397 1.0465 -0.7420  -1.0593
C 2.7871 -2.1386 2.4051  -1.3647
N 0.3147 4.9514 2.9533  -0.1465
H -0.3098 5.7208 3.1337  0.2170
H -2.7816 3.7512 -1.3872  0.2492
H 1.5617 -3.7445 -2.4324  0.3498
O -0.9815 -0.6328 -0.6563  -0.0805
H 4.3654 0.0223 -3.4432  0.4117
H 2.9161 1.0216 -3.1108  0.2645
C -0.8146 -0.3922 4.3946  -0.8479
C -2.6921 0.9985 3.9331  -0.8979
H 4.2642 1.0416 -2.0045  0.4797
H -3.0050 -0.7936 -1.0099  0.6468
H -2.3692 0.0156 5.8176  0.4704
C 1.9480 -0.2430 -0.8876  2.6150
C 3.1316 -0.6969 -1.8095  -0.1031
H 3.3121 -3.4919 -2.2744  0.3774
H 1.9911 4.0050 3.7197  0.3513
C -2.3853 1.2638 -1.2030  0.5946
H -5.2781 0.8698 -2.0402  0.3154
H 3.5038 -2.8086 2.8607  0.4850
H 2.2649 6.8731 2.6576  0.3209
H 2.2389 -3.1178 -0.9111  0.4922
H 2.7871 5.4059 1.8094  0.2986
N 1.0573 -0.3916 1.2789  0.8507
C -0.2240 -1.6841 -1.2795  -1.9190
H -3.9764 0.0814 -2.9475  0.3881
H -0.2508 -1.0345 5.0562  0.4629

Charge = +2
<S²> = 0.786
Spin multiplicity = 2
HOMO (spin up / spin down) = -12.41 / -12.00 eV
Kohn-Sham gap (spin up / spin down) = 6.9 / 6.5 eV
E = -88384.610 eV
E_LUMO (spin up / spin down) = -5.500 / -5.495 eV

# 5
ORCA calculation (the ωB97M-V functional and the def2-TZVPD basis) on the molecule C18H20BCl3O3S in a non-equilibrium geometry.

Each line ends with the Mulliken charge.
CARTESIAN COORDINATES (ANGSTROEM)
C 0.8923 0.3661 -2.2868  -0.7292
Cl -3.5349 2.1532 3.4576  -0.3302
Cl -4.0806 4.0577 1.1267  -0.3405
C 2.5740 -1.5623 -1.1136  -0.4258
H 0.6422 0.0642 2.3945  0.4330
H 3.0269 0.6754 1.8127  0.4071
C 2.3963 2.3419 0.5748  -0.4094
H 3.2082 -2.3490 -0.6914  0.4047
C -0.1998 1.5461 1.1316  -0.1648
H -1.7960 0.4537 2.1849  0.6251
H 3.4225 2.6462 0.3262  0.3716
S -3.2915 -1.1991 0.1826  0.2617
O -1.8640 0.1347 -1.8001  -0.6064
H -4.2836 -3.1784 -0.3853  0.4659
C 5.3681 -1.4236 -1.8374  -0.8673
C -1.5859 0.8349 1.1694  -0.8706
H -0.8056 3.3273 0.0601  0.4426
H 5.4565 -1.4733 -0.7522  0.3322
H -0.9347 -1.1041 1.1089  0.9333
H -2.5990 -3.5670 0.1405  0.3245
H 5.0878 -2.3878 -2.2639  0.3624
C 1.3364 3.1352 0.1274  -0.6789
C 0.0220 2.7500 0.4483  -0.3113
H 2.6615 1.1937 -3.1494  0.4713
B -3.6941 2.2698 1.5730  0.9433
H 0.2424 1.0900 -2.7916  0.4090
H -2.7951 -2.5488 2.1372  0.4556
H 0.7536 -2.3935 -0.2630  0.4090
C 2.1705 1.2456 1.4221  -0.6904
H 6.3013 -1.0817 -2.2704  0.2568
O -2.5148 1.8240 0.8408  -0.7941
C -1.1034 -0.3511 -0.9943  -0.6855
C -3.2273 -2.9043 -0.4552  -1.0452
H -3.3574 -0.8970 2.6086  0.2828
C 1.1974 -1.5825 -0.8492  -0.3479
C 3.1076 -0.5490 -1.9447  0.7827
C 2.2434 0.4287 -2.5185  -0.5643
Cl -5.1690 1.1928 1.0450  -0.3225
O 4.4282 -0.3949 -2.2078  -0.4458
C 0.3701 -0.5491 -1.3361  0.3177
C -3.4654 -1.7250 1.9156  -0.9659
C 0.8646 0.8933 1.7423  -0.2964
H -4.5061 -2.0664 1.9423  0.4338
C -1.5430 -0.4905 0.4273  0.9836
H -2.9182 -2.8832 -1.5098  0.3823
H 1.4955 4.0368 -0.4796  0.4003

Charge = 0
HOMO = -8.87 eV
Kohn-Sham gap = 8.4 eV
E = -74213.798 eV
E_LUMO = -0.468 eV

# 6
ORCA calculation (the ωB97M-V functional and the def2-TZVPD basis) on the molecule C7H10N2 in a non-equilibrium geometry.

Each line ends with the Mulliken charge.
CARTESIAN COORDINATES (ANGSTROEM)
C 0.7517 1.4023 0.1466  -0.7244
H 0.0905 1.0415 2.3044  0.3890
N 0.5815 -1.3952 -0.3140  0.2152
N 1.2048 -3.7841 -0.7607  -0.3494
C 0.8585 -2.7188 -0.5271  -0.2375
H 1.3743 2.3031 0.5137  0.3637
C -0.5236 1.5949 -0.7308  -0.6313
H -0.2420 2.2253 -1.5889  0.3180
H -0.8588 -0.1144 -2.0768  0.2726
C -1.1046 0.2575 -1.0662  -0.7304
H -1.3005 2.1967 -0.3182  0.3283
H -2.2473 0.3205 -1.1046  0.3412
H 1.4936 0.8592 -0.4702  0.2894
H -1.6951 -1.6663 -0.1165  0.4171
H 0.1128 -1.4443 1.9330  0.4086
C 0.5849 0.4727 1.4745  -0.8091
H 1.6038 0.2913 1.8493  0.3092
C 0.1079 -0.8663 1.0314  -0.3651
C -0.7922 -0.9757 -0.1790  0.1949

Charge = 0
<S²> = 2.021
Spin multiplicity = 3
HOMO (spin up / spin down) = -3.45 / -11.05 eV
Kohn-Sham gap (spin up / spin down) = 4.3 / 7.4 eV
E = -10392.518 eV
E_LUMO (spin up / spin down) = 0.837 / -3.670 eV

Which value of E does entry 5 give? -74213.798 eV

E of number 4 (C28H39MnN7O3S)? -88384.610 eV

Which of these has the lowest charge? C22H62AsF6O9

Among the records above, which one has the lowest charge? C22H62AsF6O9